A molecular structure, C34H32Cl3DyN11O9S2 in a non-equilibrium geometry, computed with the ωB97M-V functional and the def2-TZVPD basis.

```
92
Properties=species:S:1:pos:R:3:forces:R:3
H -8.140779 0.890232 1.626490 -0.02 0.01 0.00
O -0.995168 -0.358466 -0.157602 -0.06 -0.23 -0.67
C -5.409737 -1.117326 1.498557 -0.03 0.01 -0.06
O 0.434552 4.261045 -0.305327 -0.11 0.05 -0.01
H -4.054670 1.769061 2.632321 0.01 0.01 0.00
C 0.241170 -0.972114 -2.127927 -0.05 0.04 0.00
O 1.198439 -0.337708 -0.030396 0.15 -0.07 -0.30
N 3.718896 -1.945020 0.937091 -0.14 -0.07 0.02
S 4.186859 -1.086328 -2.563945 -0.19 -0.02 -0.01
C -6.726843 -0.710159 1.379082 -0.03 -0.01 0.00
S -0.251086 2.996350 -0.301416 0.29 0.00 0.05
H 5.401496 -0.845379 -8.943488 0.01 0.01 0.00
H 3.670644 -0.547549 -9.036443 -0.01 0.01 -0.01
C -2.505899 4.571384 -0.421683 0.01 -0.04 0.03
H 3.930652 -2.462590 0.096808 0.00 -0.01 0.05
C 4.027779 0.017930 -5.035548 -0.01 -0.02 -0.03
H 1.785759 -2.473260 -1.880267 -0.07 0.02 0.03
C -4.193577 2.382424 -0.694209 0.04 -0.01 -0.01
H -6.453667 4.700635 -0.310279 0.01 -0.01 0.01
C 4.251683 -1.155536 -4.325273 0.02 0.04 -0.04
C 4.522982 -2.342972 -4.980238 -0.01 0.02 0.03
H 4.774832 -3.281848 -6.888212 0.00 -0.01 0.00
C 4.078945 -0.009653 -6.415900 0.00 0.00 0.01
H 2.804948 -2.080957 1.384934 -0.16 0.21 -0.15
O 5.047269 -0.038726 -2.089851 0.12 0.01 0.04
N 2.141066 0.545977 3.030891 0.24 -0.14 -0.11
N -3.085849 -0.557704 2.056500 -0.12 0.15 0.07
N 4.395347 -0.249985 2.430960 -0.10 0.14 -0.02
C -4.462029 -0.208126 1.957253 0.12 0.05 -0.04
Cl -0.179877 -1.143595 4.612830 0.07 -0.09 0.34
C -2.827201 2.192556 -0.606127 -0.04 0.03 -0.01
H 6.375953 -0.261915 1.078119 0.00 0.01 -0.05
C -0.782209 2.635212 4.508551 0.08 -0.08 0.10
H -7.464924 -1.413375 1.014522 -0.01 0.00 0.00
O 1.173209 -2.054709 2.147885 0.05 -0.09 0.06
C -3.874480 4.761018 -0.519066 0.00 -0.02 0.02
H -0.215375 -3.470034 6.203224 -0.01 0.01 0.01
H -0.677974 2.012405 5.391700 -0.01 -0.01 0.00
H -4.288170 5.762421 -0.483848 -0.01 0.02 0.00
N 2.666619 -0.594474 -2.310725 -0.07 -0.03 0.04
C 0.680584 -5.004273 4.994204 -0.01 -0.03 0.04
H -0.553936 -1.694627 -2.317324 0.02 0.00 -0.01
O -2.245925 0.367917 2.486011 0.10 -0.22 -0.21
H 2.571898 -0.111209 -1.411965 0.00 0.01 0.01
C 4.353168 -1.194166 -7.100999 0.00 0.03 0.00
H -6.427607 2.487355 2.444463 -0.01 0.01 0.01
C 1.001960 -2.982621 3.024316 -0.05 0.09 0.00
C 0.130926 -0.524463 -0.687134 0.22 -0.09 -0.37
C 4.601699 -1.092931 1.428985 0.23 0.02 -0.08
Dy -0.018363 -0.002801 1.901933 -0.02 -0.60 1.35
C -0.495397 2.856740 2.255260 0.32 0.13 -0.58
C 0.245532 -3.718040 5.258309 0.01 -0.03 -0.03
Cl 0.501345 -6.249177 6.210146 0.00 0.05 -0.04
O 0.097637 2.059004 -1.340628 0.05 -0.02 0.03
C -6.149603 1.474218 2.181663 0.02 0.00 0.02
H 1.578712 -1.886088 -3.536902 0.02 -0.03 0.02
H -5.105844 -2.117304 1.228743 0.00 0.00 0.00
H 4.282531 -2.204981 -9.001182 0.00 0.00 0.00
N -6.115511 3.849457 -0.730496 -0.07 0.02 -0.06
C -4.822159 1.086174 2.301479 -0.07 0.00 -0.01
H 3.895830 0.900277 -6.974592 0.00 0.01 -0.01
C 1.390019 -4.325253 2.819475 -0.02 -0.14 0.01
H -2.407787 1.195011 -0.628701 0.00 -0.01 -0.01
C 0.406772 -2.753642 4.285896 -0.05 0.00 0.09
C -1.407545 4.595541 3.380547 0.01 -0.06 0.02
H -1.653194 4.332604 5.518751 -0.01 0.02 0.01
C 1.590179 -1.583692 -2.486517 0.00 0.03 0.00
C -7.106828 0.584315 1.719581 0.03 -0.02 -0.01
H 4.686727 -3.242410 -4.403280 0.00 -0.01 0.01
C -1.986083 3.288574 -0.461396 -0.08 -0.02 -0.02
H -1.825296 5.598204 3.345020 0.00 0.01 0.00
H -6.653553 3.048541 -0.436234 0.01 -0.01 0.03
C 4.570880 -2.353615 -6.368133 0.01 -0.03 -0.01
H -1.830535 5.404270 -0.287815 0.02 0.02 -0.01
H 1.567041 -6.323750 3.553656 0.00 -0.01 0.00
C 1.245965 -5.315595 3.772210 0.01 -0.02 -0.01
N -1.006400 4.097247 2.222208 -0.12 0.07 0.34
N -0.359013 2.112848 3.374338 -0.19 -0.10 -0.24
N -2.723232 -1.755682 1.774650 0.01 -0.03 0.16
O 4.427787 -2.433135 -2.085523 0.05 0.02 0.05
C -1.321619 3.908112 4.583808 0.02 0.03 -0.07
N -0.073122 2.216041 1.121572 -0.37 0.95 0.02
Cl 2.043736 -4.772023 1.266941 -0.01 0.04 0.01
N 5.855826 -1.104115 0.898961 0.02 -0.02 0.07
H 0.036560 -0.086557 -2.735037 0.04 0.00 0.00
C 4.426986 -1.201227 -8.603012 0.00 -0.03 0.00
H 5.955672 -1.489773 -0.027660 0.00 0.02 0.01
H -4.854061 1.527184 -0.784187 -0.01 -0.01 0.00
C -4.731676 3.666698 -0.637115 0.01 0.02 0.03
H 3.803185 0.932131 -4.502762 0.00 0.02 0.01
C 3.176769 0.110364 2.729666 0.18 0.06 0.04
O -1.491221 -1.954822 1.905848 -0.29 -0.04 0.01
```
Positions in Å, forces in eV/Å.

## Properties
HOMO (spin up / spin down) ... -5.38 / -5.37 eV
Lowest unoccupied orbital energy (spin up / spin down) ... 2.1 / 2.1 eV
Total charge ... -1
Expectation value of S² ... 9.33
Multiplicity ... 6

---

A molecular structure, BrClINO4P in a non-equilibrium geometry, computed with the ωB97M-V functional and the def2-TZVPD basis.

```
9
Properties=species:S:1:pos:R:3:forces:R:3
P -0.948435 -0.590900 0.322925 0.79 -1.00 -0.54
O 0.394649 -1.382510 0.798917 1.92 -0.60 1.08
O -0.453228 0.118543 -1.037327 1.82 1.79 0.68
O -1.936535 -1.587072 -0.060915 -1.45 -0.41 -0.70
O -0.949800 0.260664 1.507201 -1.09 1.86 0.90
Br 0.034729 2.678874 -1.675045 -0.04 0.69 0.08
I 1.600854 1.642170 0.991615 0.28 0.44 1.35
Cl 1.337751 -2.446902 -0.036253 -0.11 -0.33 -0.66
N 0.920014 1.307133 -0.811117 -2.13 -2.45 -2.18
```
Positions in Å, forces in eV/Å.

## Properties
HOMO (spin up / spin down) ... -5.58 / -5.58 eV
Lowest unoccupied orbital energy (spin up / spin down) ... 1.9 / 1.9 eV
Total charge ... -1
Multiplicity ... 1

---

A molecular structure, C21H12F3N2PtSbSe4 in a non-equilibrium geometry, computed with the ωB97M-V functional and the def2-TZVPD basis.

```
44
Properties=species:S:1:pos:R:3:forces:R:3
C 0.865000 -0.031300 4.981800 -0.16 0.00 -0.14
C 4.499600 -0.052800 0.667500 -0.30 0.06 -0.17
H 5.159200 -0.071700 3.306300 0.09 0.00 0.03
C 0.681300 8.944400 0.807900 -0.04 -0.09 -0.10
C 1.814600 -0.029300 3.944100 -0.40 0.00 -0.65
C -0.473100 -0.082900 4.674600 0.21 0.00 -0.07
H 2.154100 0.135800 -1.755100 -0.03 0.01 0.12
Pt -0.327200 0.192200 -0.005800 1.18 0.64 1.60
H 5.566900 -0.079400 0.822900 0.13 -0.03 0.00
H -1.914100 -0.186000 3.070300 0.13 0.02 -0.07
H -0.727400 5.302600 -1.709600 -0.03 -0.04 -0.08
H 3.574700 -0.019200 5.186400 0.08 0.00 0.05
N 1.760300 0.062400 0.266700 -0.49 0.28 -0.03
C 3.635800 -0.037600 1.777800 -0.63 0.02 -0.29
Se -4.705300 0.269100 2.020300 -0.23 0.07 0.08
H -1.230500 -0.095000 5.441400 -0.04 -0.01 0.08
Se -5.616900 1.989500 -1.658900 0.09 -0.19 0.16
F 1.249400 9.231500 1.980000 0.08 -0.11 0.20
C 2.246200 -0.000500 1.523500 0.65 -0.05 0.41
H -0.395500 7.727600 -1.331700 -0.01 0.00 -0.04
H 4.604600 -0.029900 -1.474500 0.02 0.01 -0.07
C 3.222100 -0.024500 4.165600 0.38 -0.03 -0.19
H 1.196200 0.008100 6.009300 0.03 -0.03 0.08
C 2.588200 0.060700 -0.763800 0.11 0.06 -0.32
C 3.970500 -0.016800 -0.602700 0.12 -0.03 0.26
C -0.862600 -0.124300 3.331500 -0.41 0.03 0.14
Sb -4.700200 0.011800 -0.442700 1.18 -0.29 -0.44
C -0.188600 2.142800 -0.032500 -0.14 -0.21 -0.15
F 1.448200 9.479200 -0.149100 0.09 -0.01 -0.19
Se -5.920500 -2.071500 -1.121200 0.13 0.33 0.13
H 1.045200 4.485700 2.115100 0.02 -0.07 0.08
C -0.086900 7.007600 -0.586700 0.17 0.21 0.27
N 0.006200 -0.089900 2.347500 -0.10 0.05 -1.11
C 4.095000 -0.049900 3.127500 -0.16 0.02 0.44
F -0.498100 9.577800 0.769200 -0.19 0.00 -0.04
C 0.920500 6.550000 1.571200 -0.11 0.36 -0.28
C -0.077900 3.351100 0.035500 -0.08 -1.76 -0.18
C 1.324500 -0.038400 2.616900 0.40 0.04 0.54
Se -2.172600 -0.400100 -1.205600 -1.85 0.11 -0.41
C 0.124200 4.738200 0.187800 0.18 1.15 0.25
H 1.390800 6.910800 2.474000 -0.01 0.01 0.03
C -0.271100 5.656500 -0.798300 0.04 -0.26 0.37
C 0.501700 7.454100 0.596500 0.08 -0.13 0.13
C 0.730000 5.198700 1.369600 -0.18 -0.14 -0.45
```
Positions in Å, forces in eV/Å.

## Properties
HOMO (spin up / spin down) ... -13.43 / -13.39 eV
Lowest unoccupied orbital energy (spin up / spin down) ... -8.1 / -9.3 eV
Total charge ... +2
Expectation value of S² ... 6.02
Multiplicity ... 5

---

Across the entries above, calculated total energy takes the values -153924.573 -109633.413 -304255.274 eV, respectively.